Below is C20H25N3O in the gas phase in a non-equilibrium geometry, with properties calculated with ωB97M-V/def2-TZVPD.

Geometry (Å):
1 N 0.702 -3.166 1.144
2 N -0.940 -0.834 -2.184
3 O -2.655 -3.128 2.499
4 C 0.435 -4.447 1.452
5 C -0.037 -0.005 -2.741
6 C 0.024 0.487 3.794
7 C -0.901 -4.595 2.041
8 C 0.019 -0.955 3.357
9 C 0.984 -0.592 -0.871
10 C -0.316 1.171 2.721
11 C -1.419 -3.394 2.010
12 C -0.405 -1.106 2.086
13 C 1.112 0.236 -1.893
14 C -0.404 -1.190 -0.978
15 C -1.170 -1.945 -0.040
16 N -0.579 0.192 1.690
17 C -2.985 -3.519 3.860
18 C -0.302 0.547 -4.117
19 C -0.503 -2.371 1.303
20 C -0.279 4.692 -1.514
21 C 2.378 0.963 -2.257
22 C 0.232 3.279 -1.762
23 C 2.680 2.399 -1.793
24 C 1.704 3.420 -2.191
25 H 1.185 -5.259 1.350
26 H 0.106 0.900 4.739
27 H -1.442 -5.444 2.524
28 H 0.247 -1.769 4.087
29 H 1.905 -0.854 -0.147
30 H -0.507 2.275 2.629
31 H -2.223 -2.198 -0.238
32 H -0.572 0.406 0.754
33 H -4.061 -3.137 4.096
34 H -2.260 -3.177 4.726
35 H -3.061 -4.584 3.796
36 H -1.350 0.912 -4.139
37 H -0.064 -0.300 -4.769
38 H 0.422 1.361 -4.263
39 H -1.350 4.790 -1.121
40 H -0.379 5.195 -2.477
41 H 0.353 5.137 -0.694
42 H 2.609 0.957 -3.339
43 H 3.169 0.330 -1.833
44 H 0.108 2.603 -0.961
45 H -0.361 2.747 -2.570
46 H 2.612 2.545 -0.686
47 H 3.720 2.595 -2.149
48 H 1.681 3.547 -3.266
49 H 2.136 4.284 -1.664

## Properties
total energy: -1016.40972 a.u.
max |F|: 4.1 eV/A
net charge: 0
SMILES: CCCCCC1=C/C(=C\[C@]2(c3ccc[nH]3)N=CC=C2OC)N=C1C

Below is 2 unconnected molecules or ions with the total composition C5H7N, with properties calculated with ωB97M-V/def2-TZVPD.

Geometry (Å):
1 C 1.502 -0.464 0.103
2 C 1.377 0.677 -0.493
3 C 0.447 -0.400 -0.963
4 C -1.043 -0.316 -0.696
5 N -1.579 0.015 0.686
6 C -1.651 0.901 -0.198
7 H 1.971 -1.072 0.861
8 H 0.471 -0.630 2.601
9 H 1.645 1.719 -0.581
10 H 0.640 -0.895 -1.921
11 H -1.649 -1.021 -1.265
12 H -0.202 -0.510 2.300
13 H -1.941 1.942 -0.283

## Properties
total energy: -249.26371 a.u.
max |F|: 0.5 eV/A
net charge: 0
SMILES: C1=CC1[C@@H]1C=N1.[H][H]

Below is a molecular structure, C8H13N3O in a non-equilibrium geometry, with properties calculated with ωB97M-V/def2-TZVPD.

Geometry (Å):
1 C -1.642 1.694 3.398
2 C -2.087 1.930 1.411
3 C 1.286 1.846 -0.485
4 C 0.245 1.092 -0.655
5 C 1.626 -1.790 -1.395
6 C 0.198 -1.488 -0.942
7 C -1.542 -0.253 0.530
8 C 0.081 -0.290 -0.011
9 N -1.975 2.640 2.524
10 N -1.442 0.470 2.894
11 N -1.785 0.652 1.576
12 O 0.958 -0.509 1.075
13 H -1.485 1.991 4.356
14 H -2.320 2.154 0.414
15 H 1.319 2.892 -0.810
16 H 2.060 1.336 0.068
17 H -0.575 1.287 -1.250
18 H 1.792 -1.690 -2.504
19 H 1.865 -2.907 -1.169
20 H 2.241 -1.111 -0.752
21 H -0.106 -2.426 -0.485
22 H -0.368 -1.187 -1.799
23 H -1.896 -1.320 0.732
24 H -2.150 0.142 -0.337
25 H 0.778 0.128 1.826

## Properties
total energy: -552.06354 a.u.
max |F|: 3.2 eV/A
net charge: 0

HOMO-LUMO gap readings, ordered: 7.8, 10.6, 10.4 eV
Energy relative to the best compared isomer or geometry (same formula, charge and spin) readings, ordered: 157.7, 131.5, 60.3 kcal per mole